Computed, not measured: 2 unconnected molecules or ions with the total composition C3H3I3O, with ωB97M-V with the def2-TZVPD basis set.

Geometry as ORCA input:
```
! wB97M-V def2-TZVPD RIJCOSX def2/J DEFGRID3
* xyz 0 1
C -0.02 1.57 0.23
C 0.19 -0.81 -0.62
C -0.52 0.26 -0.04
O -0.51 2.35 1.05
I -0.04 -1.19 -2.78
I 1.28 -1.62 2.66
I -2.41 -0.08 0.75
H 0.80 1.92 -0.36
H -0.13 -1.71 -0.33
H 1.36 -0.70 -0.55
*
```

The HOMO energy (spin up / spin down) is -9.8614 / -8.9289 eV. The HOMO-LUMO gap (spin up / spin down) comes out at 7.37 / 5.33 eV. Its max |F| is 5.01 eV/Å.

These are the Löwdin partial charges, in e, on atoms 1 to 8: -0.370 -0.778 -0.807 -0.026 0.701 0.176 0.971 0.120